DFT (ωB97M-V with the def2-TZVPD basis set) results for a 2-piece molecular cluster, C13H15N overall.

The SMILES is CC1=c2ccccc2=CC1(C)C.C#N. The energy above the lowest of the compared OMol25 structures with the same formula, charge and spin is 3.975 eV.

```
29
Properties=species:S:1:pos:R:3:forces:R:3:nbo_charge:R:1
C 0.91259 0.23092 -2.36385 -2.01 -1.06 0.39 -0.680
C 0.43301 0.07926 -0.92720 -1.52 -0.18 -1.06 0.109
C -0.86354 -0.34838 -0.63557 3.16 0.77 0.96 -0.119
C -1.89206 -0.81468 -1.53098 -0.66 0.26 1.07 -0.220
C -3.06569 -1.10609 -0.93939 -0.56 -0.30 0.04 -0.203
C -3.25141 -1.17369 0.51968 0.51 1.32 0.63 -0.239
C -2.35220 -0.71080 1.42524 1.77 0.23 -1.64 -0.163
C -1.03347 -0.20946 0.89341 -0.41 -0.62 -1.91 -0.065
C 0.14994 0.24289 1.37599 -0.95 0.36 2.32 -0.150
C 1.13407 0.64071 0.27591 -1.03 -1.16 0.35 -0.201
C 2.57540 0.25706 0.42570 1.56 -2.46 1.21 -0.588
C 1.04035 2.13638 0.22640 -0.37 2.33 0.57 -0.574
H 0.53847 -0.65119 -2.87437 0.07 -0.55 -0.14 0.221
H 1.96166 0.20441 -2.58058 0.52 0.80 0.14 0.228
H 0.25211 0.96228 -2.85557 1.05 0.59 0.02 0.231
H -1.86944 -0.85267 -2.61537 0.52 0.23 0.15 0.222
H -3.89663 -1.26481 -1.62267 -0.16 -0.38 0.46 0.212
H -4.16827 -1.44907 1.00586 -0.58 -0.54 -0.58 0.220
H -2.49606 -0.85677 2.47875 -0.14 0.23 0.29 0.225
H 0.24305 0.48415 2.49723 0.32 -0.38 -1.91 0.221
H 2.71564 -0.92799 0.44906 -0.30 2.46 0.07 0.214
H 2.88238 0.65608 1.46277 0.13 -0.56 -1.77 0.223
H 3.23274 0.62008 -0.42659 -0.84 -0.12 1.23 0.218
H 0.02540 2.29015 -0.19426 0.41 0.77 0.67 0.225
H 1.75503 2.58614 -0.51025 -0.40 -0.37 0.70 0.209
H 1.18817 2.63852 1.29669 -0.34 -1.00 -2.42 0.218
C -0.37141 -2.94318 1.18441 -0.60 -0.49 -0.42 0.091
N -0.57287 -2.86366 2.30855 0.47 -0.30 0.12 -0.327
H -0.42006 -3.03596 0.10736 0.37 0.14 0.47 0.243
```
Positions in Å, forces in eV/Å.


DFT (ωB97M-V with the def2-TZVPD basis set) results for an isolated molecule of C10H15N3O4S2.

The SMILES is CCSc1nnc(N(CCC(=O)O)CCC(=O)O)s1. The energy above the lowest of the compared OMol25 structures with the same formula, charge and spin is 0.104 eV.

```
34
Properties=species:S:1:pos:R:3:forces:R:3:nbo_charge:R:1
C 5.41387 -1.25775 1.43749 0.00 0.01 -0.01 -0.623
C 5.18975 -1.39743 -0.05396 -0.39 -0.13 0.05 -0.503
S 3.75289 -2.45908 -0.43755 0.48 -0.30 -0.21 0.277
C 2.46928 -1.37850 -0.02533 -0.50 -0.18 -0.04 -0.148
N 2.60586 -0.17534 0.39594 1.26 -0.65 -0.28 -0.297
N 1.45875 0.45450 0.63137 -1.26 1.09 0.31 -0.360
C 0.40699 -0.26358 0.40466 0.37 -0.82 -0.20 0.265
N -0.85381 0.14371 0.64062 -0.33 0.04 0.07 -0.440
C -1.98082 -0.65407 0.22937 -0.11 -0.12 -0.19 -0.210
C -2.17242 -0.71230 -1.30040 -0.13 -0.02 0.10 -0.543
C -3.57077 -1.15217 -1.64791 0.21 -0.26 -0.23 0.797
O -3.86748 -2.14867 -2.24306 -0.03 -0.20 -0.09 -0.576
O -4.49633 -0.28109 -1.20584 -0.34 0.52 0.28 -0.709
C -1.04952 1.45768 1.20933 0.05 0.41 0.11 -0.206
C -1.20934 2.56884 0.16122 -0.06 -0.24 0.16 -0.531
C -2.51106 2.49039 -0.59760 0.30 0.19 -0.34 0.794
O -2.62041 2.59875 -1.78982 -0.02 0.01 -0.16 -0.594
O -3.56143 2.28773 0.20417 -0.37 -0.05 0.57 -0.696
S 0.78365 -1.89646 -0.17942 0.46 0.72 0.26 0.291
H 4.56873 -0.74843 1.89333 0.02 0.01 0.06 0.231
H 6.31167 -0.67036 1.61716 0.10 0.07 0.08 0.212
H 5.53519 -2.23399 1.90167 0.04 -0.04 0.05 0.208
H 6.02879 -1.89169 -0.54291 -0.04 0.03 -0.08 0.224
H 4.99941 -0.43283 -0.52071 0.11 -0.02 -0.06 0.237
H -2.87144 -0.22241 0.68929 0.11 -0.10 0.02 0.233
H -1.85135 -1.67629 0.60464 -0.13 0.05 0.06 0.209
H -1.46744 -1.40849 -1.75323 -0.14 0.06 -0.05 0.242
H -2.01947 0.27804 -1.73111 0.01 -0.04 -0.01 0.256
H -5.38114 -0.58937 -1.45837 0.24 -0.19 -0.08 0.502
H -0.16496 1.67858 1.80994 -0.18 0.01 0.00 0.244
H -1.93277 1.43069 1.85139 0.12 -0.03 0.01 0.213
H -0.38270 2.54018 -0.54842 -0.09 0.05 0.00 0.249
H -1.19007 3.53027 0.67756 0.00 0.07 -0.01 0.245
H -4.37010 2.19094 -0.32352 0.26 0.01 -0.16 0.507
```
Positions in Å, forces in eV/Å.


DFT (ωB97M-V with the def2-TZVPD basis set) results for a 2-piece molecular cluster, C6H15BO overall.

The energy above the lowest of the compared OMol25 structures with the same formula, charge and spin is 3.436 eV.

```
23
Properties=species:S:1:pos:R:3:forces:R:3:nbo_charge:R:1
B -3.19275 -0.15932 0.55860 -1.13 -0.63 -1.63 0.548
C -0.43319 1.94157 -0.74964 0.40 -4.46 -0.91 -0.704
C 0.52498 -1.45352 1.14915 0.87 -1.05 0.51 -0.615
C 0.80556 -0.94151 -1.34015 -4.28 -0.15 -0.06 -0.592
C 2.10418 0.38612 0.28726 1.47 -2.11 0.36 -0.594
C -0.27536 0.69447 0.16633 -2.69 1.25 0.63 0.332
C 0.76604 -0.37145 0.08215 -0.03 0.17 -0.68 -0.203
O -2.18015 -0.27587 -0.25915 3.28 1.31 -0.06 -0.829
H -3.21555 0.11171 1.66920 0.34 0.58 1.58 -0.139
H -4.26645 -0.40065 0.00433 0.18 -0.02 0.36 -0.124
H -1.53593 1.98303 -0.65567 0.73 1.10 -0.83 0.283
H 0.20960 2.66487 -0.33765 0.13 1.48 0.81 0.230
H 0.04918 1.65761 -1.73196 -1.34 0.68 0.59 0.214
H 0.64348 -1.11821 2.22723 -0.72 0.21 -1.31 0.215
H 1.33023 -2.28924 1.16002 -1.43 1.15 -0.74 0.219
H -0.49907 -1.82074 0.88998 0.91 -0.17 0.80 0.253
H 0.64192 -0.23740 -2.13758 -0.21 0.87 -0.01 0.211
H 0.03461 -1.73053 -1.59679 0.89 0.67 0.82 0.235
H 1.73308 -1.25497 -1.52217 3.67 -1.92 -0.61 0.202
H 2.12219 1.33960 -0.20258 0.00 0.74 0.27 0.215
H 2.24768 0.33894 1.38317 0.36 0.98 -0.56 0.223
H 3.01547 -0.18100 -0.18186 -1.82 0.69 0.86 0.224
H -0.62977 1.11647 1.13776 0.45 -1.37 -0.19 0.195
```
Positions in Å, forces in eV/Å.


DFT (ωB97M-V with the def2-TZVPD basis set) results for an isolated molecule of C5H7N3.

The SMILES is C=C1N=CNN2C[C@@H]12. The energy above the lowest of the compared OMol25 structures with the same formula, charge and spin is 7.289 eV.

```
15
Properties=species:S:1:pos:R:3:forces:R:3:nbo_charge:R:1
C 2.36937 0.24681 0.58674 -2.29 -0.80 1.08 -0.475
C 1.02172 0.10405 0.59691 3.03 -0.77 1.96 0.182
N 0.00577 0.23524 1.65968 4.87 0.27 1.72 -0.454
C -1.14721 0.43799 1.35513 -7.45 0.27 -0.81 0.273
N -1.67054 0.61460 0.00580 -1.08 0.89 1.21 -0.487
N -0.57447 0.45282 -0.80004 -1.00 1.31 -0.62 -0.269
C -0.31437 -0.59338 -1.72319 -0.93 0.30 -1.96 -0.227
C 0.21249 -0.59571 -0.28202 -1.13 -2.51 -5.02 -0.158
H 2.96912 -0.21768 -0.19716 -0.31 0.37 0.26 0.219
H 2.70602 0.34835 1.59041 1.15 1.01 0.39 0.215
H -2.20805 0.27056 1.92857 3.17 0.73 -0.03 0.192
H -2.03224 1.60448 -0.02012 0.29 -1.31 -0.32 0.382
H -1.14594 -1.21602 -2.16493 0.58 -0.27 1.85 0.208
H 0.05826 -0.19787 -2.63289 1.63 0.45 -0.47 0.201
H -0.24994 -1.49426 0.09709 -0.55 0.06 0.77 0.198
```
Positions in Å, forces in eV/Å.


DFT (ωB97M-V with the def2-TZVPD basis set) results for CNa3O3 as an isolated structure.

Its net charge is +1. The energy above the lowest of the compared OMol25 structures with the same formula, charge and spin is 0.094 eV.

```
7
Properties=species:S:1:pos:R:3:forces:R:3:nbo_charge:R:1
Na -18.84195 4.76628 -2.52216 0.73 -0.55 -0.49 0.978
Na -20.08754 3.95197 -6.25227 0.98 -0.38 0.13 0.978
Na -16.53372 6.69498 -5.62309 -0.05 -1.01 0.15 0.976
C -17.73053 4.30188 -4.95065 -0.25 0.43 1.48 0.915
O -17.64999 4.56689 -6.17483 -0.10 0.84 -1.67 -0.912
O -18.57678 3.45177 -4.50820 -1.68 -0.49 0.20 -0.960
O -17.06914 4.97545 -4.06745 0.37 1.15 0.19 -0.976
```
Positions in Å, forces in eV/Å.


DFT (ωB97M-V with the def2-TZVPD basis set) results for a 2-piece molecular cluster, C5H16NO2 overall.

Its net charge is +1. The energy above the lowest of the compared OMol25 structures with the same formula, charge and spin is 3.117 eV.

```
24
Properties=species:S:1:pos:R:3:forces:R:3:nbo_charge:R:1
C -0.40937 2.10367 -0.52590 0.61 2.31 -0.62 -0.105
O 0.60457 3.16875 -0.42574 -0.48 -0.73 0.34 -0.722
C 0.15532 0.71307 -0.20926 -0.41 -1.58 -0.06 -0.025
C 0.73317 0.55191 1.21861 -1.50 2.45 -0.36 -0.417
C 0.79458 -0.84292 1.72932 -2.34 -1.75 -0.04 -0.415
C 1.53233 -2.00947 0.98327 3.42 2.38 0.63 -0.641
N -1.05074 -0.27544 -0.44524 -1.91 4.86 1.19 -0.708
H -0.82449 2.08372 -1.55195 0.72 0.15 0.02 0.187
H -1.27537 2.51197 0.00501 -0.02 -1.05 0.82 0.206
H 0.48496 3.82784 0.31786 -0.33 -1.53 -1.15 0.501
H 0.83782 0.30928 -0.97249 0.20 0.85 0.23 0.224
H 1.58130 1.15411 1.14696 2.10 0.59 0.03 0.245
H 0.07654 1.24917 1.85947 0.64 -1.43 -0.43 0.217
H 0.84179 -1.00379 2.80174 0.74 0.70 0.14 0.255
H -0.30973 -0.90554 1.64556 0.12 -1.64 0.27 0.163
H 2.35444 -2.46531 1.66587 -1.61 0.69 -1.10 0.254
H 0.97434 -2.78691 0.55624 -1.17 -1.03 -0.25 0.214
H 2.14013 -1.55611 0.13522 -0.63 -0.56 0.83 0.209
H -0.94485 -1.20955 -0.22115 0.86 -2.46 0.32 0.431
H -1.56861 -0.17092 -1.34151 0.82 -0.55 0.06 0.469
H -1.74968 0.08431 0.24025 0.29 -0.54 -0.28 0.423
H -1.55193 -2.17130 -2.59296 1.24 -3.68 0.52 0.477
H -1.49587 -1.00189 -3.31793 5.10 4.64 -8.10 0.461
O -1.93066 -1.35864 -2.70124 -6.43 -1.11 6.98 -0.904
```
Positions in Å, forces in eV/Å.


| no. | Kohn-Sham gap (eV) | LUMO (eV) |
| --- | --- | --- |
| 1 | 7.30 | -0.1 |
| 2 | 8.34 | 0.4 |
| 3 | 8.57 | -0.1 |
| 4 | 9.20 | 1.1 |
| 5 | 7.59 | -4.1 |
| 6 | 11.24 | -3.3 |